Entry from the Open Molecules 2025 dataset: a cluster of 2 separate species, C20H26N7O5 in total (wB97M-V/def2-TZVPD).

Last column: Löwdin charge in e.
Atoms and positions in Å:
O  -4.2404  2.2102  3.2110  0.061
O  -1.5208  5.2865  3.6537  0.051
O  1.7798  -5.3468  -4.6497  0.038
O  1.2665  -3.5260  -0.3449  0.067
N  -1.9482  1.1038  -2.0771  0.022
O  -0.6528  4.6941  1.3083  0.096
C  -3.4230  2.4659  2.3421  -0.400
C  -2.3921  4.4244  3.5884  -0.383
C  2.6703  -5.1282  -3.8417  -0.544
C  2.4771  -3.4149  -0.5180  -0.463
C  -2.4474  3.5472  2.4149  0.030
C  -1.6030  3.7110  1.3261  -0.128
C  0.6243  -1.0201  -2.6491  0.003
C  1.4585  -1.9585  -3.1877  -0.185
C  -0.4889  -2.0902  -4.2442  -0.014
C  -1.0711  2.1293  -2.0752  -0.136
C  -2.7349  0.9561  -0.9884  -0.044
C  -0.9192  2.9898  -0.9867  0.025
C  -1.7139  2.8261  0.1537  -0.062
C  -2.6516  1.7902  0.1417  -0.140
N  -0.5789  -1.1056  -3.3249  0.120
N  -3.4729  1.6230  1.2599  0.168
N  3.3320  -3.1115  0.4641  0.028
N  -3.2961  4.3364  4.6269  0.077
N  2.3412  -4.6370  -2.6503  0.105
N  0.7487  -2.6239  -4.1817  0.175
C  4.1260  -5.2574  -4.2411  0.024
C  2.9445  -2.9170  1.8619  -0.041
C  -2.3413  4.5918  6.8606  -0.088
C  -3.2939  5.1717  5.8219  -0.223
C  2.8763  -2.2529  -2.7243  -0.042
C  3.0533  -3.5728  -1.9341  -0.197
H  -0.7183  5.1814  2.1660  0.087
H  0.8545  -0.3542  -1.8248  0.143
H  -1.2912  -2.4261  -4.8969  0.164
H  -0.4474  2.2860  -2.9503  0.110
H  -3.4617  0.1496  -0.9829  0.120
H  -0.1887  3.7919  -1.0428  0.126
H  -1.3922  -0.5136  -3.1292  0.121
H  -4.2373  0.9535  1.2639  0.171
H  4.3116  -3.0402  0.2396  0.139
H  -3.9772  3.5761  4.5610  0.118
H  1.3798  -4.7830  -2.3666  0.154
H  1.0697  -3.4543  -4.6883  0.143
H  4.1822  -5.7976  -5.1864  0.096
H  4.5767  -4.2754  -4.3619  0.080
H  4.6625  -5.8232  -3.4807  0.092
H  3.8309  -2.8782  2.4977  0.092
H  2.3103  -3.7428  2.1931  0.095
H  2.3862  -1.9853  1.9713  0.090
H  -1.3175  4.5764  6.4745  0.073
H  -2.3605  5.2008  7.7691  0.075
H  -2.6346  3.5699  7.1191  0.075
H  -4.3058  5.2166  6.2379  0.119
H  -2.9983  6.1980  5.5760  0.118
H  3.2322  -1.4192  -2.1162  0.132
H  3.5128  -2.2841  -3.6095  0.120
H  4.1131  -3.8177  -1.8486  0.146

Net charge = +1
Spin multiplicity = 1
LUMO level = -3.03 eV

Entry from the Open Molecules 2025 dataset: a structure of composition C5H7AlO4 (wB97M-V/def2-TZVPD).

Last column: Löwdin charge in e.
Atoms and positions in Å:
H  3.0117  -0.3726  -0.9309  0.216
Al  1.7535  2.3365  -1.2678  1.293
O  2.8940  1.5449  -0.1528  0.053
O  1.6868  -0.2795  0.5815  0.003
C  0.3658  0.1670  0.7843  -0.186
C  -0.3574  -0.1375  -0.5197  0.055
O  1.2674  0.6826  -1.4550  -0.099
C  2.3094  0.3787  -0.5218  -0.471
H  -0.0101  -0.2996  1.7026  0.151
H  0.3399  1.2457  1.0131  0.133
H  -0.8671  0.6794  -1.0378  0.116
H  -0.2526  -1.0451  -1.1244  0.134
H  -2.2988  -1.7146  -0.5811  0.143
O  -3.5979  0.3548  1.2912  0.358
C  -1.8987  -1.2008  0.3023  0.003
C  -2.8668  -0.4219  0.8958  -0.047
H  -1.4791  -1.9180  1.0204  0.145

ΔE to the lowest compared entry with this formula, charge and spin = 10.8 kJ/mol
Net charge = +2
Spin multiplicity = 1
LUMO level = -13.06 eV

Entry from the Open Molecules 2025 dataset: an isolated molecule of C12H22O2 (wB97M-V/def2-TZVPD).

Last column: Löwdin charge in e.
Atoms and positions in Å:
C  -0.1273  2.8369  3.3881  0.026
C  0.9073  2.6781  2.3039  -0.545
O  1.0704  3.4481  1.3937  0.092
O  1.6215  1.5662  2.4903  -0.004
C  2.6152  1.2287  1.5214  -0.159
C  2.1995  -0.0050  0.7228  -0.144
C  0.9203  0.1793  -0.1058  -0.376
C  1.1045  1.2519  -1.1769  -0.052
C  0.5275  -1.1678  -0.7271  -0.192
C  -0.9001  -1.1979  -1.2681  -0.204
C  -1.2719  -2.5514  -1.7974  -0.091
C  -2.4823  -2.8771  -2.2350  -0.361
C  -3.6149  -1.8900  -2.2347  -0.061
C  -2.8047  -4.2446  -2.7563  -0.073
H  0.0543  2.1279  4.1892  0.082
H  -1.1118  2.6604  2.9593  0.091
H  -0.1025  3.8560  3.7644  0.088
H  3.5298  1.0177  2.0833  0.128
H  2.7808  2.0904  0.8695  0.117
H  2.0510  -0.8268  1.4270  0.117
H  3.0270  -0.2695  0.0615  0.125
H  0.1157  0.4917  0.5702  0.137
H  0.2309  1.3029  -1.8209  0.071
H  1.2354  2.2326  -0.7276  0.061
H  1.9732  1.0278  -1.7932  0.088
H  1.2261  -1.4065  -1.5325  0.124
H  0.6189  -1.9480  0.0331  0.116
H  -1.0165  -0.4590  -2.0666  0.110
H  -1.5951  -0.9131  -0.4712  0.120
H  -0.4804  -3.2879  -1.8158  0.106
H  -4.5159  -2.3310  -2.6522  0.072
H  -3.3552  -1.0083  -2.8201  0.081
H  -3.8311  -1.5550  -1.2202  0.081
H  -3.1495  -4.1826  -3.7885  0.079
H  -3.6036  -4.6939  -2.1663  0.079
H  -1.9349  -4.8954  -2.7181  0.072

SMILES = CC(=O)OCC[C@@H](C)CCC=C(C)C
ΔE to the lowest compared entry with this formula, charge and spin = 102.4 kJ/mol
Net charge = 0
Spin multiplicity = 1
LUMO level = 0.89 eV

Entry from the Open Molecules 2025 dataset: an isolated molecule of C5H7N (wB97M-V/def2-TZVPD).

Last column: Löwdin charge in e.
Atoms and positions in Å:
C  -0.7904  1.0887  -0.3689  -0.259
C  -1.0413  -0.3363  -0.0299  -0.182
C  0.5290  -0.9468  0.0673  -0.183
C  1.3539  0.2593  -0.2120  -0.259
N  0.5317  1.3916  0.0968  0.071
C  -0.3524  -0.7053  1.1747  -0.033
H  -1.5306  1.6957  0.1658  0.117
H  -0.9221  1.3236  -1.4474  0.130
H  -1.9482  -0.8462  -0.3551  0.127
H  0.8804  -1.9467  -0.1858  0.127
H  2.2116  0.2222  0.4701  0.118
H  1.7821  0.3054  -1.2365  0.129
H  -0.6945  -1.4883  1.8579  0.097

ΔE to the lowest compared entry with this formula, charge and spin = 489.2 kJ/mol
Net charge = 0
Spin multiplicity = 1
LUMO level (alpha / beta) = 0.12 / -0.05 eV

Entry from the Open Molecules 2025 dataset: an isolated molecule of C4H12N2 (wB97M-V/def2-TZVPD).

Last column: Löwdin charge in e.
Atoms and positions in Å:
C  1.1986  1.3477  -0.2925  -0.101
C  0.4985  0.0744  0.1825  -0.400
C  1.3552  -1.1191  -0.0144  -0.089
N  -0.9842  0.0693  -0.5972  -0.185
C  -1.6691  -1.2476  -0.1952  -0.073
N  -1.8029  1.1260  0.0102  -0.018
H  1.2805  1.3513  -1.3992  0.086
H  0.6240  2.2396  0.1426  0.080
H  2.2558  1.4287  0.0172  0.072
H  0.0401  0.2832  1.2016  0.133
H  0.8252  -1.9893  0.4569  0.085
H  2.3386  -0.9209  0.3016  0.060
H  1.4617  -1.4470  -1.0464  0.088
H  -2.6590  -0.7875  -0.0793  0.074
H  -1.4903  -2.0177  -0.9282  0.075
H  -1.2590  -1.4990  0.7305  0.035
H  -2.2209  0.9331  0.8664  0.032
H  -1.3515  2.0214  0.0278  0.048

SMILES = CC(C)N(C)N
ΔE to the lowest compared entry with this formula, charge and spin = 273.4 kJ/mol
Net charge = 0
Spin multiplicity = 1
LUMO level = 1.13 eV

Entry from the Open Molecules 2025 dataset: a cluster of 5 separate species, C27H60N6O6S2 in total (wB97M-V/def2-TZVPD).

Last column: Löwdin charge in e.
Atoms and positions in Å:
C  4.3809  -1.5302  -0.0893  -0.091
C  4.3182  -0.0724  -0.5272  -0.226
N  3.5479  0.7645  0.4162  0.060
C  2.2062  0.9423  0.0954  -0.228
C  1.2478  -0.0221  0.4013  0.042
C  -0.0762  0.1746  0.0715  -0.214
C  -1.0797  -0.8953  0.3955  -0.139
C  -1.5159  -1.6160  -0.9263  -0.259
C  -0.7064  -2.8538  -1.2683  -0.537
S  0.9613  -2.4456  -1.8635  0.750
C  -0.4542  1.3863  -0.5488  -0.502
S  -2.1061  1.8333  -0.9756  0.874
C  0.5327  2.2958  -0.8354  -0.069
N  1.8090  2.0452  -0.5280  0.122
C  2.8539  3.1147  -0.9121  -0.670
O  3.0100  3.9328  -0.0186  0.045
O  3.3319  2.9597  -2.0249  0.064
H  5.0307  -2.0797  -0.7634  0.076
H  3.3985  -1.9799  -0.0387  0.018
H  4.8426  -1.5674  0.8944  0.075
H  3.9434  -0.0002  -1.5473  0.115
H  5.3368  0.2981  -0.5207  0.118
H  3.9958  1.6610  0.5644  0.122
H  1.5686  -0.9229  0.8896  0.102
H  -0.6032  -1.5859  1.0855  0.108
H  -1.9764  -0.4767  0.8394  0.107
H  -1.4352  -0.8692  -1.7118  0.087
H  -2.5684  -1.8806  -0.8733  0.098
H  -0.6219  -3.5140  -0.4139  0.069
H  -1.2237  -3.3827  -2.0615  0.065
H  1.3033  -3.3724  -2.7704  -0.146
H  -2.7549  0.6920  -0.7458  -0.139
H  0.2812  3.2215  -1.3283  0.146
C  2.7373  2.3736  -6.8949  -0.073
C  2.4209  2.5798  -5.4159  -0.434
C  0.9244  2.4690  -5.0882  -0.205
O  0.1488  3.6009  -5.4372  -0.189
C  -0.2752  3.6478  -6.7847  -0.111
N  2.9933  3.8516  -4.9791  0.051
H  2.4687  3.2422  -7.4964  0.062
H  3.8063  2.2098  -7.0280  0.074
H  2.2117  1.5031  -7.2958  0.075
H  2.9229  1.7829  -4.8593  0.133
H  0.8296  2.3778  -4.0020  0.107
H  0.4876  1.5598  -5.5252  0.118
H  -0.4930  2.6486  -7.1740  0.088
H  0.4695  4.1350  -7.4189  0.075
H  -1.1878  4.2428  -6.8232  0.085
H  2.8586  3.9307  -3.9739  0.041
H  2.4213  4.5970  -5.3680  0.069
C  -6.4748  -5.8989  0.7785  -0.070
C  -5.1188  -6.0690  1.4557  -0.433
C  -4.1517  -4.9045  1.1969  -0.207
O  -3.5479  -4.9111  -0.0840  -0.196
C  -4.3205  -4.3393  -1.1225  -0.108
N  -4.5499  -7.3599  1.0593  0.040
H  -6.4234  -6.0847  -0.2942  0.065
H  -7.1911  -6.6079  1.1921  0.077
H  -6.8707  -4.8931  0.9342  0.078
H  -5.2953  -6.0989  2.5348  0.135
H  -3.3236  -4.9897  1.9060  0.119
H  -4.6350  -3.9368  1.3868  0.120
H  -4.9158  -3.4916  -0.7685  0.093
H  -4.9747  -5.0833  -1.5812  0.078
H  -3.6268  -3.9794  -1.8833  0.074
H  -3.6948  -7.5239  1.5833  0.072
H  -4.2360  -7.2763  0.0962  0.069
C  2.6850  -3.3804  5.4386  -0.068
C  2.2676  -2.6448  4.1700  -0.428
C  0.7966  -2.2003  4.1639  -0.206
O  -0.1288  -3.2377  3.8953  -0.200
C  -0.5007  -4.0198  5.0158  -0.103
N  2.5703  -3.4803  3.0048  0.052
H  2.2961  -4.3983  5.4695  0.065
H  3.7709  -3.4505  5.4899  0.077
H  2.3403  -2.8541  6.3309  0.079
H  2.8778  -1.7389  4.1065  0.137
H  0.6724  -1.4834  3.3457  0.106
H  0.5289  -1.6750  5.0894  0.123
H  -0.5464  -3.4193  5.9284  0.092
H  0.1850  -4.8578  5.1599  0.077
H  -1.4917  -4.4283  4.8184  0.083
H  2.3722  -2.9416  2.1649  0.050
H  1.8772  -4.2242  2.9860  0.070
C  -0.5054  5.4443  3.5382  -0.073
C  0.5918  5.5916  2.4868  -0.427
C  0.4446  6.8484  1.6166  -0.201
O  -0.5496  6.7567  0.6111  -0.189
C  -1.8665  7.0425  1.0369  -0.112
N  0.6531  4.3751  1.6777  0.051
H  -1.4503  5.1215  3.1005  0.061
H  -0.2193  4.6928  4.2743  0.072
H  -0.6766  6.3843  4.0683  0.076
H  1.5423  5.6847  3.0203  0.138
H  1.3848  6.9966  1.0806  0.125
H  0.2824  7.7433  2.2326  0.118
H  -1.8826  7.8242  1.8021  0.089
H  -2.3659  6.1467  1.4161  0.073
H  -2.4248  7.3944  0.1690  0.086
H  1.4562  4.4389  1.0411  0.033
H  -0.1593  4.3895  1.0642  0.060

Net charge = 0
Spin multiplicity = 1
LUMO level = -0.16 eV

Record order is preserved below.
Total energy: -1537.133895, -737.294727, -620.921625, -249.286923, -269.012231, -2641.037572 Ha
Record order is preserved below.
Molecular weight: 444.5, 158.1, 198.3, 81.1, 88.2, 628.9 g mol⁻¹